Record 1
{"formula": "C34H75BF2IN3O12PS", "method": "the ωB97M-V functional and the def2-TZVPD basis", "charge": -1, "e_homo_ev": -5.41, "lumo_energy_ev": 1.72, "e_tot_ha": -3669.05446, "gap_ev": 7.126, "symbols": ["C", "C", "C", "F", "B", "C", "F", "C", "C", "O", "C", "C", "C", "O", "C", "C", "C", "S", "O", "O", "O", "C", "I", "P", "C", "C", "C", "O", "H", "H", "H", "H", "H", "H", "H", "H", "H", "H", "H", "H", "H", "H", "H", "H", "H", "H", "H", "H", "H", "H", "H", "H", "H", "H", "H", "H", "H", "H", "C", "O", "C", "C", "N", "C", "C", "O", "C", "H", "H", "H", "H", "H", "H", "H", "H", "H", "H", "H", "H", "H", "H", "H", "C", "O", "C", "C", "N", "C", "C", "O", "C", "H", "H", "H", "H", "H", "H", "H", "H", "H", "H", "H", "H", "H", "H", "H", "C", "O", "C", "C", "N", "C", "C", "O", "C", "H", "H", "H", "H", "H", "H", "H", "H", "H", "H", "H", "H", "H", "H", "H"], "positions_angstrom": [[6.267, 6.134, -0.455], [4.999, 5.977, -1.514], [3.604, 6.665, -0.994], [3.993, 8.015, -0.439], [2.727, 5.753, 0.058], [2.089, 6.581, 1.366], [3.207, 7.044, 2.270], [1.120, 7.852, 0.892], [0.174, 8.293, 2.195], [1.481, 5.074, -0.446], [1.611, 3.640, -0.871], [1.975, 3.813, -2.459], [2.075, 2.415, -3.309], [3.127, 1.984, -4.017], [0.337, 2.634, -0.638], [-0.929, 3.351, 0.187], [-1.993, 2.096, 0.480], [-3.786, 2.548, 0.146], [-4.647, 1.363, 0.723], [-4.240, 3.821, 0.902], [-4.064, 2.579, -1.540], [2.835, 3.246, 0.194], [2.141, 2.938, 2.293], [3.909, 1.709, -0.167], [5.438, 2.183, -1.279], [4.740, 1.017, 1.438], [3.932, -0.270, 2.087], [3.570, 4.543, 0.366], [6.899, 5.135, -0.415], [5.823, 6.399, 0.595], [7.015, 6.967, -0.866], [4.910, 4.861, -1.854], [5.328, 6.591, -2.483], [2.930, 6.918, -1.945], [1.405, 5.906, 2.045], [0.499, 7.628, -0.075], [1.849, 8.782, 0.728], [-0.398, 9.277, 1.834], [-0.572, 7.455, 2.529], [0.862, 8.666, 3.096], [2.943, 4.430, -2.687], [1.075, 4.432, -2.942], [1.104, 1.733, -3.351], [-0.161, 2.244, -1.650], [0.708, 1.640, -0.091], [-0.610, 3.786, 1.226], [-1.421, 4.196, -0.470], [-1.829, 1.618, 1.551], [-1.722, 1.233, -0.291], [-4.027, 3.513, -1.901], [5.158, 2.300, -2.409], [6.283, 1.356, -1.178], [5.930, 3.192, -0.874], [5.012, 1.853, 2.221], [5.788, 0.578, 1.071], [3.736, 0.013, 3.230], [2.862, -0.440, 1.623], [4.612, -1.223, 2.101], [0.177, -4.965, 7.150], [1.566, -4.662, 7.192], [2.400, -5.789, 6.904], [3.090, -5.620, 5.540], [2.132, -5.743, 4.436], [2.675, -5.336, 3.136], [3.098, -3.861, 2.975], [2.008, -2.937, 3.013], [1.614, -2.547, 4.321], [-0.372, -4.106, 7.548], [-0.154, -5.130, 6.122], [-0.056, -5.840, 7.764], [1.851, -6.736, 6.962], [3.172, -5.809, 7.680], [3.865, -6.387, 5.432], [3.574, -4.637, 5.535], [1.321, -5.163, 4.636], [1.894, -5.543, 2.395], [3.523, -5.983, 2.886], [3.536, -3.760, 1.973], [3.888, -3.567, 3.674], [2.451, -2.523, 5.024], [0.824, -3.206, 4.685], [1.190, -1.540, 4.259], [-8.355, -4.400, -3.411], [-8.820, -4.038, -2.117], [-7.819, -4.160, -1.101], [-7.384, -2.775, -0.596], [-6.607, -2.055, -1.611], [-6.388, -0.640, -1.293], [-7.633, 0.266, -1.200], [-8.302, 0.462, -2.449], [-9.230, -0.559, -2.785], [-9.216, -4.445, -4.084], [-7.662, -3.650, -3.799], [-7.874, -5.383, -3.398], [-6.960, -4.755, -1.435], [-8.287, -4.698, -0.270], [-6.774, -2.896, 0.305], [-8.291, -2.222, -0.328], [-7.097, -2.108, -2.501], [-5.741, -0.241, -2.083], [-5.821, -0.569, -0.358], [-7.285, 1.261, -0.893], [-8.336, -0.055, -0.424], [-9.708, -1.000, -1.906], [-8.738, -1.327, -3.384], [-10.009, -0.114, -3.411], [-1.749, -3.850, -3.634], [-0.713, -4.518, -2.924], [0.324, -5.018, -3.774], [1.623, -4.219, -3.575], [1.505, -2.861, -4.117], [2.605, -1.973, -3.729], [2.770, -1.662, -2.227], [1.706, -0.881, -1.677], [0.575, -1.636, -1.265], [-2.571, -3.658, -2.938], [-1.400, -2.888, -4.017], [-2.126, -4.465, -4.455], [0.022, -5.038, -4.828], [0.506, -6.052, -3.465], [2.445, -4.738, -4.081], [1.836, -4.199, -2.501], [0.635, -2.449, -3.788], [2.438, -1.025, -4.252], [3.546, -2.382, -4.117], [3.672, -1.045, -2.124], [2.953, -2.558, -1.625], [0.843, -2.632, -0.903], [-0.146, -1.702, -2.081], [0.089, -1.095, -0.448]], "lowdin_charge": [-0.12, -0.20, -0.12, -0.14, -0.82, -0.15, -0.14, -0.18, -0.16, -0.08, -0.36, -0.05, -0.14, -0.11, -0.15, -0.19, -0.23, 0.79, -0.40, -0.37, -0.23, -0.74, 0.94, 0.92, -0.30, -0.49, -0.23, -0.17, 0.06, 0.09, 0.08, 0.07, 0.11, 0.15, 0.10, 0.12, 0.12, 0.07, 0.07, 0.08, 0.12, 0.15, 0.12, 0.11, 0.10, 0.08, 0.13, 0.14, 0.11, 0.11, 0.03, 0.05, 0.03, 0.06, 0.08, 0.07, 0.06, 0.06, -0.11, -0.20, -0.21, -0.21, -0.06, -0.20, -0.22, -0.20, -0.10, 0.09, 0.07, 0.08, 0.12, 0.12, 0.12, 0.10, 0.07, 0.12, 0.11, 0.12, 0.11, 0.09, 0.07, 0.09, -0.12, -0.20, -0.21, -0.21, -0.06, -0.19, -0.21, -0.18, -0.11, 0.09, 0.07, 0.08, 0.12, 0.12, 0.12, 0.10, 0.06, 0.12, 0.10, 0.12, 0.11, 0.09, 0.07, 0.09, -0.11, -0.20, -0.21, -0.21, -0.06, -0.19, -0.21, -0.22, -0.09, 0.09, 0.07, 0.08, 0.12, 0.12, 0.12, 0.10, 0.07, 0.11, 0.12, 0.11, 0.11, 0.09, 0.07, 0.08]}

=====

Record 2
{"formula": "C48H62BF5N8OS5V", "method": "the ωB97M-V functional and the def2-TZVPD basis", "charge": 0, "e_homo_ev": [-5.82, -6.39], "multiplicity": 4, "lumo_energy_ev": [-0.41, -0.52], "e_tot_ha": -5838.74512, "gap_ev": [5.405, 5.865], "relative_energy_kj_mol": 181.7, "symbols": ["V", "C", "C", "C", "C", "N", "N", "B", "N", "N", "C", "C", "C", "C", "C", "S", "C", "C", "C", "C", "N", "N", "C", "C", "C", "C", "C", "S", "C", "C", "C", "C", "C", "S", "C", "C", "C", "C", "H", "H", "H", "H", "H", "H", "H", "H", "H", "H", "H", "H", "H", "H", "H", "H", "H", "H", "H", "H", "H", "H", "H", "H", "H", "H", "H", "H", "H", "H", "H", "H", "H", "H", "H", "H", "H", "H", "H", "C", "C", "C", "C", "H", "H", "H", "H", "H", "H", "H", "H", "H", "C", "C", "C", "N", "C", "S", "N", "C", "O", "C", "C", "C", "C", "C", "C", "H", "H", "H", "H", "H", "H", "H", "H", "H", "H", "H", "H", "H", "H", "F", "C", "C", "F", "C", "F", "C", "S", "C", "F", "C", "F"], "positions_angstrom": [[1.145, -0.542, 0.671], [0.246, -2.714, -4.088], [-0.679, -1.861, -3.292], [-1.870, -1.360, -3.772], [-2.639, -0.485, -2.964], [-2.262, -0.204, -1.746], [-1.140, -0.705, -1.262], [-0.862, -0.547, 0.240], [-1.345, 0.825, 0.646], [-2.539, 0.955, 1.199], [-2.921, 2.114, 1.680], [-2.030, 3.193, 1.780], [-0.766, 3.071, 1.201], [0.282, 4.113, 1.408], [-0.510, 1.897, 0.509], [1.013, 1.671, -0.378], [-4.372, 2.252, 2.091], [-4.483, 2.424, 3.610], [-5.163, 1.008, 1.683], [-4.947, 3.482, 1.370], [-1.574, -1.737, 0.931], [-2.752, -2.116, 0.454], [-3.335, -3.203, 0.878], [-2.765, -3.989, 1.902], [-1.512, -3.669, 2.356], [-0.778, -4.523, 3.331], [-0.882, -2.524, 1.805], [0.743, -2.218, 2.149], [-4.596, -3.611, 0.141], [-5.647, -2.510, 0.309], [-5.163, -4.936, 0.649], [-4.215, -3.781, -1.336], [-0.299, -1.485, -1.983], [1.175, -1.901, -1.258], [-3.952, 0.127, -3.425], [-4.238, 1.411, -2.636], [-5.076, -0.884, -3.160], [-3.938, 0.454, -4.922], [-0.167, -2.947, -5.066], [1.195, -2.187, -4.206], [0.468, -3.635, -3.551], [-2.209, -1.624, -4.760], [-2.296, 4.100, 2.296], [-0.128, 5.119, 1.353], [0.693, 3.968, 2.409], [1.104, 4.005, 0.703], [-4.161, 1.514, 4.113], [-3.866, 3.249, 3.958], [-5.518, 2.622, 3.886], [-4.706, 0.115, 2.100], [-6.187, 1.087, 2.047], [-5.178, 0.914, 0.601], [-4.501, 4.406, 1.730], [-4.763, 3.410, 0.300], [-6.021, 3.533, 1.534], [-3.271, -4.854, 2.293], [-1.413, -5.322, 3.706], [0.094, -4.959, 2.843], [-0.415, -3.916, 4.157], [-6.006, -2.486, 1.338], [-5.210, -1.543, 0.077], [-6.493, -2.700, -0.349], [-5.437, -4.875, 1.700], [-6.057, -5.183, 0.081], [-4.444, -5.741, 0.512], [-3.741, -2.876, -1.703], [-3.512, -4.605, -1.447], [-5.100, -3.997, -1.930], [-4.089, 1.233, -1.575], [-3.574, 2.211, -2.950], [-5.263, 1.734, -2.807], [-5.233, -0.997, -2.093], [-6.000, -0.536, -3.617], [-4.837, -1.857, -3.585], [-3.032, 0.981, -5.210], [-4.028, -0.444, -5.528], [-4.790, 1.093, -5.148], [-0.341, 4.274, -2.026], [-0.647, 2.831, -2.417], [-0.962, 2.774, -3.912], [0.529, 1.897, -2.148], [-1.188, 4.917, -2.260], [0.526, 4.632, -2.578], [-0.131, 4.362, -0.967], [-1.516, 2.473, -1.850], [-0.120, 3.171, -4.476], [-1.841, 3.372, -4.146], [-1.140, 1.746, -4.217], [1.445, 2.279, -2.604], [0.334, 0.903, -2.552], [5.018, 4.068, 0.507], [4.678, 2.595, 0.693], [5.647, 1.722, -0.110], [5.359, 0.311, -0.020], [4.562, -0.325, -0.888], [3.701, 0.473, -2.056], [4.458, -1.695, -0.817], [5.294, -2.679, -0.316], [4.898, -3.821, -0.264], [6.692, -2.322, 0.051], [7.501, -1.579, -0.805], [8.840, -1.409, -0.509], [9.373, -1.955, 0.649], [8.570, -2.689, 1.506], [7.239, -2.893, 1.196], [4.345, 4.696, 1.084], [4.935, 4.346, -0.541], [6.036, 4.268, 0.835], [3.660, 2.402, 0.348], [4.730, 2.338, 1.754], [6.669, 1.881, 0.242], [5.574, 2.005, -1.165], [5.803, -0.221, 0.714], [3.609, -2.069, -1.241], [7.085, -1.160, -1.710], [9.472, -0.870, -1.199], [10.421, -1.825, 0.871], [8.984, -3.126, 2.402], [6.613, -3.499, 1.832], [6.411, 0.367, 5.359], [5.237, 0.492, 4.719], [4.935, -0.316, 3.628], [5.829, -1.226, 3.205], [3.738, -0.160, 2.958], [3.508, -0.917, 1.848], [2.771, 0.782, 3.343], [1.273, 0.962, 2.555], [3.123, 1.604, 4.435], [2.272, 2.570, 4.819], [4.319, 1.465, 5.111], [4.611, 2.270, 6.143]], "lowdin_charge": [-0.11, -0.06, -0.24, 0.07, -0.22, 0.18, -0.01, -0.80, 0.04, 0.21, -0.20, 0.08, -0.27, -0.07, -0.48, 0.92, -0.54, -0.03, -0.06, -0.04, 0.03, 0.18, -0.21, 0.07, -0.25, -0.08, -0.55, 0.77, -0.54, -0.04, -0.06, -0.04, -0.58, 0.78, -0.53, -0.04, -0.04, -0.05, 0.08, 0.09, 0.08, 0.12, 0.13, 0.09, 0.09, 0.05, 0.09, 0.08, 0.09, 0.08, 0.09, 0.07, 0.08, 0.08, 0.09, 0.11, 0.08, 0.08, 0.08, 0.09, 0.05, 0.09, 0.08, 0.09, 0.09, 0.05, 0.09, 0.09, 0.06, 0.07, 0.09, 0.07, 0.09, 0.08, 0.07, 0.08, 0.09, -0.05, -0.46, -0.07, -0.37, 0.09, 0.09, 0.04, 0.11, 0.09, 0.08, 0.06, 0.07, 0.06, -0.10, -0.24, -0.22, 0.02, -0.83, 0.71, 0.09, -0.41, 0.12, -0.17, -0.03, -0.07, -0.08, -0.07, -0.03, 0.07, 0.07, 0.07, 0.06, 0.10, 0.13, 0.08, 0.13, 0.05, 0.12, 0.10, 0.10, 0.11, 0.12, 0.11, -0.14, -0.14, 0.10, -0.22, 0.01, -0.52, 0.77, -0.23, 0.07, -0.14, 0.11]}